(1)
The following is a quantum chemistry calculation of C27H32CaN5O7 as an isolated structure, from the Open Molecules 2025 dataset.

ORCA input file:
```
! wB97M-V def2-TZVPD RIJCOSX def2/J DEFGRID3
* xyz -1 1
Ca 0.6168 -0.3274 0.7276
C -3.0762 -1.9682 -0.7429
C -2.0831 -2.6270 0.2346
C -2.1034 -2.0436 1.6212
C -2.4744 -2.7981 2.7240
C -2.4858 -2.2041 3.9750
C -2.1510 -0.8662 4.0932
C -1.7933 -0.1798 2.9452
N -1.7612 -0.7550 1.7423
N -2.5707 -0.7451 -1.3595
C -2.7223 -0.7034 -2.8163
C -1.5548 -0.0289 -3.4915
C -1.5384 1.3089 -3.8647
C -0.3551 1.8447 -4.3480
C 0.7577 1.0263 -4.4587
C 0.6252 -0.3159 -4.1195
N -0.5076 -0.8308 -3.6628
C -3.0695 0.4655 -0.7284
C -2.1728 1.6834 -0.7871
C -2.7491 2.9185 -1.0558
C -1.9558 4.0525 -1.0700
C -0.6061 3.9185 -0.8144
C -0.1128 2.6563 -0.5249
N -0.8725 1.5571 -0.5068
H -4.0335 -1.7935 -0.2301
H -3.2738 -2.6921 -1.5332
H -1.0817 -2.5426 -0.1986
H -2.3130 -3.6921 0.3011
H -2.7193 -3.8454 2.6068
H -2.7439 -2.7851 4.8515
H -2.1412 -0.3681 5.0526
H -1.4983 0.8669 2.9792
H -3.6811 -0.2336 -3.0968
H -2.7053 -1.7253 -3.1890
H -2.4193 1.9248 -3.7405
H -0.2996 2.8934 -4.6143
H 1.7089 1.4127 -4.7987
H 1.4586 -1.0075 -4.1973
H -3.2279 0.2618 0.3282
H -4.0489 0.7441 -1.1566
H -3.8097 2.9805 -1.2667
H -2.3884 5.0234 -1.2807
H 0.0580 4.7715 -0.8084
H 0.9332 2.5183 -0.2862
O 2.6144 1.1274 -1.3064
C 3.8451 0.4680 -1.0556
C 3.9995 -0.0361 0.3731
N 3.0655 -1.0952 0.7518
C 3.1151 -2.2424 -0.1550
C 2.2066 -2.0829 -1.3887
O 2.5150 -2.7041 -2.4019
O 1.1898 -1.3148 -1.2379
C 3.2716 -1.5031 2.1426
C 2.0845 -2.3200 2.7010
O 2.3499 -3.2310 3.4824
O 0.9227 -1.9573 2.3095
H 1.9543 0.4441 -1.5148
H 4.6334 1.2043 -1.2265
H 4.0013 -0.3467 -1.7697
H 3.8444 0.7998 1.0582
H 5.0434 -0.3837 0.4776
H 2.7613 -3.1261 0.3815
H 4.1290 -2.4624 -0.5097
H 3.3580 -0.5987 2.7519
H 4.1835 -2.0974 2.2766
C 1.7615 2.2855 4.0455
C 0.9235 2.2339 2.7713
O -0.1271 2.8811 2.7144
O 1.3861 1.4739 1.8505
H 1.3658 3.0195 4.7436
H 2.7977 2.5202 3.7980
H 1.7466 1.2935 4.5025
*
```

Calculated total energy = -2526.454018 hartree
Energy above the lowest of the compared OMol25 structures with the same formula, charge and spin = 13.85 kcal per mole
Largest force on an atom = 0.32 eV/A
Gap between HOMO and LUMO = 0.311 Ha
Molar mass = 578.66 g/mol

(2)
The following is a quantum chemistry calculation of C27H32CdCl2N4O2S as an isolated structure in a non-equilibrium geometry, from the Open Molecules 2025 dataset.

ORCA input file:
```
! wB97M-V def2-TZVPD RIJCOSX def2/J DEFGRID3
* xyz 0 1
Cd 0.5592 -0.0388 0.4746
C 3.6007 -0.5715 1.0015
N 2.8718 -0.0379 -0.1627
C 3.2166 -0.8343 -1.3471
C 3.1069 1.3921 -0.2933
C 4.0782 1.8616 -1.1581
C 4.3307 3.2189 -1.3033
C 3.5810 4.1073 -0.5555
C 2.6035 3.6562 0.3207
C 2.3258 2.2905 0.5040
N 1.3887 1.7111 1.3328
C 0.5503 2.2491 2.2894
C 0.3593 3.6023 2.6152
C -0.5229 4.0141 3.6042
C -1.2663 3.0961 4.3218
C -1.1078 1.7496 4.0257
C -0.2373 1.3197 3.0422
N -0.0940 -0.1033 2.7690
C -1.3041 -0.8986 2.9856
C 1.0197 -0.6719 3.5443
H 4.6801 -0.5597 0.8153
H 3.3892 0.0428 1.8727
H 3.2834 -1.5996 1.1887
H 4.3006 -0.9493 -1.4594
H 2.7871 -1.8306 -1.2427
H 2.8232 -0.3662 -2.2471
H 4.6613 1.1591 -1.7409
H 5.0989 3.5664 -1.9816
H 3.7431 5.1742 -0.6535
H 2.0458 4.4046 0.8495
H 0.8887 4.3735 2.0902
H -0.6303 5.0744 3.7994
H -1.9517 3.4135 5.0963
H -1.6862 1.0233 4.5843
H -1.5213 -1.0457 4.0498
H -2.1567 -0.4148 2.5124
H -1.1466 -1.8824 2.5382
H 0.7657 -0.7241 4.6093
H 1.2420 -1.6779 3.1812
H 1.8984 -0.0424 3.4281
Cl 0.3233 0.8203 -2.3421
C -1.3455 0.7864 -2.8224
C -1.6153 0.8390 -4.1785
C -2.9277 0.8516 -4.6124
C -3.9576 0.8032 -3.6868
C -3.6704 0.7095 -2.3351
Cl -4.9995 0.5742 -1.2336
C -2.3494 0.6952 -1.8434
S -2.0369 0.5252 -0.1242
H -0.7970 0.8734 -4.8863
H -3.1544 0.9095 -5.6691
H -4.9904 0.8363 -4.0087
O 1.1586 -3.7557 -1.2283
C 0.3286 -3.0045 -0.7427
O 0.3847 -2.3379 0.3543
C -1.0193 -2.8230 -1.4835
N -2.0919 -2.6369 -0.4465
C -3.3248 -3.2516 -0.9978
C -2.7933 -4.4921 -1.7043
C -1.4887 -3.9955 -2.3570
H -0.9461 -1.9041 -2.0600
H -2.1987 -1.6199 -0.1955
H -1.7786 -3.0968 0.4056
H -3.7447 -2.5474 -1.7162
H -4.0547 -3.4344 -0.2131
H -3.5064 -4.8804 -2.4297
H -2.5899 -5.2830 -0.9785
H -1.6756 -3.6550 -3.3749
H -0.7134 -4.7568 -2.3906
*
```

Calculated total energy = -2903.925346 hartree
Largest force on an atom = 1.31 eV/A
Gap between HOMO and LUMO = 0.252 Ha
Molar mass = 659.96 g/mol

(3)
The following is a quantum chemistry calculation of C27H32IrO2Te as an isolated structure, from the Open Molecules 2025 dataset.

ORCA input file:
```
! wB97M-V def2-TZVPD RIJCOSX def2/J DEFGRID3
* xyz 2 6
Ir 0.0489 -0.5655 -1.2072
C -1.3969 -2.5041 -3.4060
O -0.4339 -2.5981 -2.3423
C 0.7804 -3.2644 -2.7139
C 1.7763 -2.2592 -3.2439
O 2.0130 -1.2509 -2.2477
C 3.1816 -1.4840 -1.4526
H -1.6392 -3.5072 -3.7587
H -1.0141 -1.8944 -4.2269
H -2.2825 -2.0397 -2.9823
H 0.5695 -4.0414 -3.4528
H 1.1531 -3.7493 -1.8061
H 1.3800 -1.7436 -4.1195
H 2.7183 -2.7352 -3.5232
H 4.0621 -1.4683 -2.0940
H 3.1123 -2.4444 -0.9359
H 3.2383 -0.6742 -0.7306
C 0.3022 0.5350 6.5877
C 0.2851 -0.0648 5.2139
C -0.8829 -0.0920 4.4542
C -0.9243 -0.6694 3.1894
C -2.1918 -0.6354 2.3926
C 0.2535 -1.2333 2.6924
Te 0.1603 -2.2451 0.8561
C 1.4498 -1.2205 3.4118
C 2.7360 -1.8058 2.9156
C 1.4374 -0.6212 4.6702
H -0.6462 1.0130 6.8261
H 1.0975 1.2746 6.6830
H 0.4874 -0.2388 7.3350
H -1.7882 0.3445 4.8555
H -2.9989 -0.1761 2.9587
H -2.5250 -1.6379 2.1134
H -2.0531 -0.0555 1.4724
H 2.7035 -2.0703 1.8555
H 2.9905 -2.7062 3.4728
H 3.5528 -1.0984 3.0520
H 2.3583 -0.5998 5.2397
C -0.7745 2.8390 3.0428
C 0.1783 2.0719 2.3650
C 0.0298 1.8292 1.0223
C -1.0691 2.3711 0.3159
C -1.9926 3.1863 1.0138
C -1.8596 3.3916 2.3689
C -1.2478 2.1995 -1.0783
C -0.6745 1.2247 -1.8898
C -0.7879 1.3538 -3.3259
C 0.2558 0.8828 -4.1487
C 0.1910 1.0183 -5.5197
C -0.9336 1.5946 -6.1040
C -1.9804 2.0548 -5.3123
C -1.9069 1.9550 -3.9387
H -0.6531 3.0229 4.1002
H 1.0314 1.6824 2.9015
H 0.8078 1.2927 0.4775
H -2.8131 3.6352 0.4725
H -2.5774 3.9980 2.9004
H -1.8811 2.9437 -1.5560
H 1.1506 0.4964 -3.6813
H 1.0143 0.6960 -6.1397
H -0.9892 1.6945 -7.1769
H -2.8507 2.4986 -5.7739
H -2.7392 2.2946 -3.3396
*
```

Calculated total energy = -1570.135985 hartree
Largest force on an atom = 0.30 eV/A
⟨S²⟩ = 8.7956
Gap between HOMO and LUMO (alpha / beta) = 0.283 / 0.188 Ha
Molar mass = 708.37 g/mol

(4)
The following is a quantum chemistry calculation of the molecule C27H32N4O4, from the Open Molecules 2025 dataset.

ORCA input file:
```
! wB97M-V def2-TZVPD RIJCOSX def2/J DEFGRID3
* xyz 0 1
C -3.2228 1.6800 -5.5921
O -3.7816 1.2623 -4.3723
C -2.9786 0.6163 -3.4830
C -1.6447 0.3105 -3.6829
C -0.9124 -0.3511 -2.7071
C -1.4985 -0.7009 -1.5068
C -0.7313 -1.4537 -0.4422
C -1.3376 -1.2605 0.9688
O -1.7170 -2.2068 1.6317
N -1.3785 0.0176 1.3554
C -1.8975 0.4647 2.6274
C -3.0580 1.4623 2.4126
C -2.6133 2.7803 3.0552
C -1.0895 2.7040 3.0337
C -0.8263 1.2483 3.4047
N 0.6952 -1.1370 -0.4438
C 1.6257 -2.2237 -0.1623
C 2.5807 -1.8706 0.9503
C 2.0907 -1.3496 2.1408
C 2.9550 -0.9777 3.1538
C 4.3278 -1.1280 3.0091
C 5.2757 -0.7000 4.0864
C 4.8110 -1.6816 1.8293
C 3.9506 -2.0493 0.8131
C 1.1192 0.1424 -0.5069
O 0.3781 1.1171 -0.4121
C 2.5659 0.3587 -0.7171
C 3.4713 -0.1059 -1.6542
C 4.6516 0.5976 -1.3870
N 4.4896 1.4293 -0.3759
N 3.2309 1.2915 0.0035
C -2.8489 -0.4191 -1.3056
C -3.5950 0.2305 -2.2713
O -4.9144 0.5428 -2.1566
C -5.5923 0.1633 -0.9848
H -2.8664 0.8308 -6.1852
H -2.3997 2.3858 -5.4384
H -4.0288 2.1786 -6.1281
H -1.1533 0.5818 -4.6033
H 0.1253 -0.5790 -2.8981
H -0.8155 -2.5252 -0.6641
H -0.9956 0.7187 0.7232
H -2.2152 -0.4343 3.1620
H -3.2084 1.6002 1.3407
H -3.9891 1.0949 2.8411
H -2.9623 2.8320 4.0878
H -2.9978 3.6474 2.5210
H -0.6237 3.4052 3.7246
H -0.7179 2.9057 2.0278
H 0.1786 0.9189 3.1436
H -0.9707 1.1041 4.4762
H 1.0318 -3.0882 0.1460
H 2.1792 -2.4986 -1.0662
H 1.0244 -1.2400 2.2750
H 2.5554 -0.5686 4.0709
H 5.9843 -1.4952 4.3105
H 5.8448 0.1693 3.7573
H 4.7414 -0.4390 4.9963
H 5.8751 -1.8166 1.7029
H 4.3478 -2.4701 -0.0992
H 3.3066 -0.8278 -2.4275
H 5.5964 0.5268 -1.8871
H 2.8556 1.8411 0.7606
H -3.3123 -0.7277 -0.3825
H -5.1724 0.6494 -0.0978
H -6.6205 0.4941 -1.1223
H -5.5773 -0.9222 -0.8419
*
```

Calculated total energy = -1568.056490 hartree
Energy above the lowest of the compared OMol25 structures with the same formula, charge and spin = 86.59 kcal per mole
Largest force on an atom = 0.81 eV/A
Gap between HOMO and LUMO = 0.320 Ha
Molar mass = 476.58 g/mol

(5)
The following is a quantum chemistry calculation of a 4-piece molecular cluster, C27H32NO13 overall, from the Open Molecules 2025 dataset.

ORCA input file:
```
! wB97M-V def2-TZVPD RIJCOSX def2/J DEFGRID3
* xyz 1 1
C -1.1456 1.0671 2.3161
C -1.3720 2.4440 1.6548
C -0.2741 3.4165 2.0582
C -2.7833 3.0037 1.9257
C -3.5862 3.1374 0.6284
C -5.0905 3.1619 0.8037
C -5.5830 1.8343 1.3513
N -6.9626 1.9184 1.9473
C -7.2067 3.1357 2.8057
C -5.9907 4.0284 2.8421
O -5.4918 4.3010 1.5638
H -1.6802 1.0266 3.2604
H -1.4881 0.2826 1.6553
H -0.0892 0.9445 2.5068
H -1.2600 2.2772 0.5889
H -0.3374 4.3015 1.4302
H -0.3137 3.6688 3.1127
H 0.6893 2.9639 1.8516
H -3.2755 2.3657 2.6532
H -2.6532 3.9697 2.4028
H -3.3546 2.2905 -0.0116
H -3.2896 4.0561 0.1417
H -5.5311 3.2859 -0.1834
H -5.6422 1.1467 0.5184
H -4.9196 1.3804 2.0721
H -7.1042 1.0805 2.5117
H -7.6556 1.8589 1.2009
H -8.0674 3.6744 2.4341
H -7.4286 2.8044 3.8102
H -5.2183 3.6396 3.5058
H -6.3139 4.9737 3.2608
C 1.1923 -2.2291 0.9664
C 2.2793 -3.0126 0.9820
C 3.2156 -3.0958 -0.1911
O 4.1862 -3.8184 -0.0887
C 2.9035 -2.3162 -1.3798
C 1.8158 -1.5380 -1.3943
C 0.8966 -1.4352 -0.2122
O -0.0615 -0.6825 -0.2953
O 1.4631 -0.8054 -2.4470
O 2.6138 -3.7633 2.0200
H 0.5162 -2.1580 1.8066
H 3.5711 -2.3977 -2.2254
H 0.6387 -0.3466 -2.1955
H 3.4409 -4.2242 1.7704
C 1.4330 3.1807 -1.6461
C 0.6735 4.2693 -1.7902
C 1.2584 5.6064 -2.1331
O 0.4903 6.5420 -2.2576
C 2.7013 5.7053 -2.2912
C 3.4659 4.6136 -2.1446
C 2.8774 3.2702 -1.8194
O 3.6280 2.3217 -1.7086
O 4.7853 4.6335 -2.2734
O -0.6508 4.2368 -1.6371
H 1.0144 2.2144 -1.3979
H 3.1149 6.6755 -2.5263
H 5.0942 3.7174 -2.1255
H -0.9598 5.1511 -1.7966
C 4.9465 -6.7622 -1.8222
C 5.8399 -7.7594 -1.7915
C 5.4372 -9.1929 -1.9928
O 6.3102 -10.0381 -1.9662
C 4.0267 -9.4904 -2.2041
C 3.1358 -8.4925 -2.2299
C 3.5423 -7.0584 -2.0499
O 2.6686 -6.2094 -2.0991
O 1.8335 -8.6860 -2.4172
O 7.1358 -7.5652 -1.5848
H 5.2235 -5.7271 -1.6772
H 3.7446 -10.5253 -2.3353
H 1.4235 -7.7985 -2.4000
H 7.5538 -8.4494 -1.6178
*
```

Calculated total energy = -2080.647065 hartree
Largest force on an atom = 0.89 eV/A
Gap between HOMO and LUMO = 0.267 Ha
Molar mass = 578.55 g/mol

(6)
The following is a quantum chemistry calculation of C27H33AuO4S as an isolated structure, from the Open Molecules 2025 dataset.

ORCA input file:
```
! wB97M-V def2-TZVPD RIJCOSX def2/J DEFGRID3
* xyz 2 3
Au 0.5287 -1.2266 1.3251
C 1.5272 -3.0075 3.0434
C 0.6925 -2.2742 4.1019
C 1.5691 -1.8354 5.2721
C -0.0834 -1.1133 3.4649
C -1.4728 -1.2771 3.1517
C -2.2738 -0.1990 2.8801
C -1.7643 1.1125 2.9208
C -2.6670 2.2682 2.6283
C -0.4181 1.3026 3.2194
C 0.4090 0.2279 3.4893
H 2.0339 -3.8805 3.4594
H 2.3288 -2.3595 2.6554
H 0.9069 -3.4045 2.2203
H -0.0586 -2.9714 4.4782
H 2.4569 -1.2983 4.9312
H 1.9116 -2.7113 5.8217
H 1.0247 -1.1975 5.9683
H -1.8927 -2.2764 3.1749
H -3.3214 -0.3526 2.6533
H -3.6100 2.1726 3.1667
H -2.9048 2.2777 1.5615
H -2.2082 3.2190 2.8891
H -0.0185 2.3078 3.2661
H 1.4372 0.3967 3.7850
C 2.1447 3.6219 -4.9533
C 2.4640 2.7439 -3.7796
C 3.1372 1.5237 -3.9368
C 3.4530 0.6293 -2.8401
C 4.1562 -0.6454 -3.1985
C 3.0608 0.9856 -1.5703
C 3.2198 0.0052 -0.4687
O 2.6899 0.0984 0.6161
C 2.4204 2.2391 -1.3704
C 2.0490 2.7227 -0.0265
C 2.1223 3.0814 -2.4961
H 2.5152 3.2008 -5.8847
H 2.5871 4.6097 -4.8225
H 1.0658 3.7538 -5.0413
H 3.4351 1.2176 -4.9332
H 4.5070 -0.6159 -4.2269
H 3.4727 -1.4941 -3.1060
H 5.0142 -0.8363 -2.5555
H 3.8355 -0.8737 -0.7004
H 2.8252 2.5160 0.7101
H 1.1696 2.1435 0.2981
H 1.7933 3.7786 -0.0377
H 1.6112 4.0171 -2.3022
C -6.0440 -2.1746 -2.0599
C -4.6376 -1.6962 -1.8274
C -3.6889 -2.5389 -1.2508
C -2.3828 -2.1238 -1.0601
C -2.0258 -0.8413 -1.4620
C -2.9475 0.0215 -2.0453
C -4.2480 -0.4173 -2.2196
S -0.4336 -0.2331 -1.1235
O 0.4645 -1.4050 -0.8800
O 0.0060 0.6520 -2.1600
O -0.4885 0.4376 0.2398
H -6.3575 -2.8746 -1.2871
H -6.1119 -2.6935 -3.0180
H -6.7468 -1.3439 -2.0859
H -3.9763 -3.5428 -0.9638
H -1.6440 -2.7969 -0.6458
H -2.6454 1.0076 -2.3718
H -4.9741 0.2403 -2.6809
*
```

Calculated total energy = -1882.826253 hartree
Largest force on an atom = 0.62 eV/A
⟨S²⟩ = 2.0272
Gap between HOMO and LUMO (alpha / beta) = 0.292 / 0.175 Ha
Molar mass = 650.59 g/mol

(7)
The following is a quantum chemistry calculation of C27H33BFeN5O3PS as an isolated structure, from the Open Molecules 2025 dataset.

ORCA input file:
```
! wB97M-V def2-TZVPD RIJCOSX def2/J DEFGRID3
* xyz 1 6
Fe -1.3330 -1.2033 1.0431
C -0.3714 3.6702 -1.0240
N -1.5430 3.1321 -1.7730
C -1.2292 3.1051 -3.2381
C -1.9772 1.7766 -1.3191
C -2.4560 1.7457 0.1079
C -3.5847 2.4843 0.4707
C -4.0643 2.4815 1.7741
C -3.4428 1.7321 2.7582
C -2.3149 0.9779 2.4366
C -1.9250 0.9570 1.1122
H -0.1359 4.6543 -1.4257
H 0.4745 3.0183 -1.2354
H -0.6044 3.7077 0.0389
H -2.3229 3.7792 -1.6471
H -0.3779 2.4525 -3.4098
H -0.9118 4.1002 -3.5295
H -2.1078 2.7715 -3.7857
H -1.1269 1.1103 -1.4926
H -2.7883 1.4773 -1.9827
H -4.1124 3.0595 -0.2836
H -4.9313 3.0781 2.0229
H -3.8116 1.7368 3.7748
H -1.8188 0.3992 3.2132
C 0.3461 -3.2469 3.6166
P -0.2802 -3.4124 1.9130
C -1.5007 -4.7484 2.0077
C 1.1060 -4.0226 0.9240
C 0.9367 -5.0877 0.0409
C 1.9927 -5.5102 -0.7541
C 3.2220 -4.8732 -0.6750
C 3.3980 -3.8112 0.2019
C 2.3453 -3.3834 0.9944
H 1.2178 -2.5927 3.6419
H 0.6318 -4.2204 4.0173
H -0.4367 -2.8216 4.2440
H -1.0282 -5.6816 2.3154
H -2.0070 -4.8861 1.0540
H -2.2563 -4.4643 2.7425
H -0.0145 -5.5989 -0.0280
H 1.8544 -6.3425 -1.4306
H 4.0455 -5.2070 -1.2913
H 4.3591 -3.3197 0.2724
H 2.4991 -2.5551 1.6781
B -5.1271 -3.1727 2.3746
C -4.0109 -2.5105 1.5197
N -3.1327 -2.0014 0.9469
H -5.5930 -4.0749 1.7258
H -5.9190 -2.3035 2.6429
H -4.5290 -3.5716 3.3548
O 1.0060 5.1682 -3.3335
S 1.9206 4.4209 -4.2022
O 1.3182 3.2136 -4.7521
O 2.7356 5.1808 -5.0986
C 3.0537 3.7592 -2.9295
N 4.1885 4.3925 -2.6541
C 4.8917 3.9006 -1.6455
C 4.4778 2.8083 -0.8929
C 3.2917 2.2212 -1.2742
N 2.5838 2.6897 -2.3070
C 2.5783 1.1261 -0.5983
C 1.8923 0.1827 -1.3694
C 0.9625 -0.6243 -0.7569
N 0.6543 -0.5002 0.5509
C 1.3856 0.3270 1.3002
C 2.3795 1.1257 0.7757
H 5.8252 4.4030 -1.4208
H 5.0654 2.4460 -0.0606
H 2.0457 0.1440 -2.4378
H 0.4107 -1.3724 -1.3168
H 1.1235 0.3847 2.3510
H 2.9069 1.8193 1.4163
*
```

Calculated total energy = -3575.910362 hartree
Energy above the lowest of the compared OMol25 structures with the same formula, charge and spin = 0.80 kcal per mole
Largest force on an atom = 0.71 eV/A
⟨S²⟩ = 8.7660
Gap between HOMO and LUMO (alpha / beta) = 0.256 / 0.159 Ha
Molar mass = 605.29 g/mol

- Which of these has the lowest molar mass?
  C27H32N4O4

- The lowest molar mass belongs to which entry?
  C27H32N4O4

- Which formula does entry 6 have?
  C27H33AuO4S